[1]
Entry from the OMol25 dataset: C7H17BrClO3P2Tb as an isolated structure (ωB97M-V/def2-TZVPD).

Results
⟨S²⟩: 13.037
2S+1: 7
HOMO energy (alpha / beta) (eV): -14.97 / -15.25
Total charge: +2
Kohn-Sham gap (alpha / beta) (eV): 7.24 / 6.85
E_tot (eV): -137235.4029

CARTESIAN COORDINATES (ANGSTROEM)
C (4.238, -0.085, -0.219)
C (2.997, 0.797, -0.352)
C (1.719, 0.057, 0.091)
C (0.390, 0.922, -0.036)
C (0.427, 1.787, -1.304)
C (-0.770, -0.093, -0.062)
C (-0.812, -1.223, 1.003)
O (-2.108, -1.308, 1.510)
P (-3.133, -0.050, 1.069)
Br (-1.916, 1.280, 2.813)
P (-4.260, -1.526, -0.703)
O (-3.332, -1.401, -2.001)
Cl (-4.283, -3.437, -0.197)
O (-2.000, 0.550, -0.006)
H (5.053, 0.291, -0.842)
H (4.614, -0.134, 0.810)
H (4.048, -1.121, -0.525)
H (2.869, 1.133, -1.380)
H (3.136, 1.702, 0.267)
H (1.529, -0.831, -0.520)
H (1.949, -0.338, 1.085)
H (0.297, 1.583, 0.782)
H (1.130, 2.617, -1.200)
H (0.731, 1.190, -2.170)
H (-0.571, 2.189, -1.496)
H (-0.586, -0.617, -1.014)
H (-0.274, -0.963, 1.944)
H (-0.364, -2.155, 0.652)
H (-4.061, -0.655, 1.932)
H (-3.954, 0.989, 0.610)
H (-3.524, -1.924, -2.789)
Tb (0.820, 0.773, 2.250)

Okay, here come the Mulliken numbers, in e, for every atom: number 1, C, carries -1.341; number 2, C, carries -0.479; number 3, C, carries -0.279; number 4, C, carries 0.856; number 5, C, carries -1.756; number 6, C, carries -0.359; number 7, C, carries -0.211; number 8, O, carries -0.354; number 9, P, carries -0.043; number 10, Br, carries -0.280; number 11, P, carries 0.558; number 12, O, carries -0.378; number 13, Cl, carries -0.088; number 14, O, carries -0.281; number 15, H, carries 0.390; number 16, H, carries 0.364; number 17, H, carries 0.357; number 18, H, carries 0.435; number 19, H, carries 0.305; number 20, H, carries 0.560; number 21, H, carries 0.013; number 22, H, carries -0.410; number 23, H, carries 0.499; number 24, H, carries 0.399; number 25, H, carries 0.408; number 26, H, carries 0.495; number 27, H, carries 0.168; number 28, H, carries 0.438; number 29, H, carries 0.282; number 30, H, carries 0.238; number 31, H, carries 0.365; number 32, Tb, carries 1.127

=====

[2]
Entry from the OMol25 dataset: C7H17CrO3 as an isolated structure (ωB97M-V/def2-TZVPD).

Results
⟨S²⟩: 6.010
2S+1: 5
HOMO energy (alpha / beta) (eV): -21.87 / -22.17
Total charge: +3
Kohn-Sham gap (alpha / beta) (eV): 7.00 / 7.31
E_tot (eV): -42062.5100

CARTESIAN COORDINATES (ANGSTROEM)
C (-1.099, -2.248, -1.626)
O (-0.626, -1.183, -0.784)
C (0.318, -1.572, 0.182)
C (0.631, -0.440, 1.107)
O (0.744, 0.748, 0.312)
C (0.794, 1.991, 1.018)
C (0.700, 3.080, -0.024)
O (-0.397, 2.756, -0.895)
C (-0.828, 3.843, -1.721)
Cr (-0.543, 0.792, -1.201)
H (-1.855, -1.834, -2.300)
H (-0.263, -2.668, -2.198)
H (-1.563, -3.014, -0.995)
H (1.184, -2.046, -0.295)
H (0.150, -2.959, 0.987)
H (1.573, -0.630, 1.637)
H (-0.169, -0.291, 1.851)
H (1.737, 2.073, 1.573)
H (-0.052, 2.040, 1.718)
H (1.617, 3.149, -0.625)
H (0.508, 4.044, 0.464)
H (-1.633, 3.469, -2.361)
H (-1.205, 4.651, -1.082)
H (0.009, 4.196, -2.334)
C (0.081, -4.263, 1.764)
H (0.957, -4.868, 1.516)
H (-0.839, -4.781, 1.477)
H (0.069, -4.034, 2.834)

Okay, here come the Mulliken numbers, in e, for every atom: number 1, C, carries -0.694; number 2, O, carries -0.321; number 3, C, carries 0.269; number 4, C, carries -0.514; number 5, O, carries -0.469; number 6, C, carries -0.461; number 7, C, carries -0.394; number 8, O, carries -0.398; number 9, C, carries -0.727; number 10, Cr, carries 1.450; number 11, H, carries 0.342; number 12, H, carries 0.387; number 13, H, carries 0.297; number 14, H, carries 0.557; number 15, H, carries -0.147; number 16, H, carries 0.386; number 17, H, carries 0.438; number 18, H, carries 0.348; number 19, H, carries 0.393; number 20, H, carries 0.399; number 21, H, carries 0.428; number 22, H, carries 0.346; number 23, H, carries 0.292; number 24, H, carries 0.374; number 25, C, carries -0.570; number 26, H, carries 0.346; number 27, H, carries 0.321; number 28, H, carries 0.323

=====

[3]
Entry from the OMol25 dataset: a 2-piece molecular cluster, C7H17N overall (ωB97M-V/def2-TZVPD).

Results
⟨S²⟩: 0.763
2S+1: 2
HOMO energy (alpha / beta) (eV): -2.30 / -1.38
Total charge: -1
Energy relative to the best compared isomer or geometry (same formula, charge and spin) (kJ/mol): 603.4
Kohn-Sham gap (alpha / beta) (eV): 6.05 / 5.13
E_tot (eV): -9017.1497

CARTESIAN COORDINATES (ANGSTROEM)
C (-2.708, 0.474, 0.243)
C (-2.294, 0.694, -1.275)
C (-1.691, -0.295, 1.097)
N (2.768, -0.293, -0.419)
C (2.999, 1.083, -0.815)
C (0.758, 0.355, 1.094)
C (1.382, -0.518, 0.060)
C (1.551, -2.024, 0.326)
H (-3.898, 0.052, 0.065)
H (-3.157, 1.626, 0.516)
H (-3.111, 1.389, -1.756)
H (-2.612, -0.205, -1.734)
H (-1.233, 1.003, -1.460)
H (-2.049, -1.307, 0.658)
H (-2.491, -0.477, 1.820)
H (2.066, 1.693, -1.177)
H (3.282, 1.719, 0.049)
H (3.725, 1.108, -1.651)
H (0.980, 0.121, 2.145)
H (-0.673, 0.034, 0.754)
H (0.959, 1.491, 0.933)
H (0.640, -0.515, -0.797)
H (1.810, -2.578, -0.615)
H (2.332, -2.164, 1.070)
H (0.663, -2.467, 0.867)

Okay, here come the Mulliken numbers, in e, for every atom: number 1, C, carries -0.499; number 2, C, carries -0.888; number 3, C, carries -0.831; number 4, N, carries -0.722; number 5, C, carries -0.855; number 6, C, carries -0.914; number 7, C, carries 0.937; number 8, C, carries -1.402; number 9, H, carries 0.246; number 10, H, carries 0.254; number 11, H, carries 0.308; number 12, H, carries 0.267; number 13, H, carries 0.253; number 14, H, carries 0.263; number 15, H, carries 0.346; number 16, H, carries 0.185; number 17, H, carries 0.220; number 18, H, carries 0.298; number 19, H, carries 0.380; number 20, H, carries 0.132; number 21, H, carries 0.193; number 22, H, carries -0.169; number 23, H, carries 0.292; number 24, H, carries 0.401; number 25, H, carries 0.305

=====

[4]
Entry from the OMol25 dataset: C7H17N as an isolated structure (ωB97M-V/def2-TZVPD).

Results
HOMO energy (eV): -7.80
Energy relative to the best compared isomer or geometry (same formula, charge and spin) (kJ/mol): 217.3
Kohn-Sham gap (eV): 8.95
E_tot (eV): -9022.9730

CARTESIAN COORDINATES (ANGSTROEM)
C (1.130, 0.057, -0.571)
C (-1.419, 0.631, -0.002)
C (0.070, -0.541, 0.241)
C (1.436, 1.538, -0.555)
C (-2.723, -0.137, 0.057)
C (2.684, -0.756, 0.142)
C (-0.290, -1.971, -0.130)
N (-1.375, 1.652, 0.999)
H (1.101, -0.305, -1.602)
H (-1.308, 1.074, -0.993)
H (0.260, -0.458, 1.315)
H (-2.206, 1.863, 1.539)
H (-0.584, 2.280, 0.942)
H (1.506, 1.924, 0.464)
H (2.404, 1.724, -1.032)
H (0.710, 2.112, -1.138)
H (-3.589, 0.536, -0.018)
H (-2.820, -0.692, 0.996)
H (-2.800, -0.841, -0.776)
H (-1.196, -2.305, 0.383)
H (-0.446, -2.076, -1.207)
H (2.591, -1.826, 0.322)
H (3.445, -0.580, -0.620)
H (2.922, -0.238, 1.072)
H (0.500, -2.664, 0.172)

Okay, here come the Mulliken numbers, in e, for every atom: number 1, C, carries 0.379; number 2, C, carries 0.514; number 3, C, carries 0.313; number 4, C, carries -1.660; number 5, C, carries -1.784; number 6, C, carries -1.222; number 7, C, carries -1.492; number 8, N, carries -0.469; number 9, H, carries 0.211; number 10, H, carries 0.163; number 11, H, carries 0.211; number 12, H, carries 0.156; number 13, H, carries 0.149; number 14, H, carries 0.312; number 15, H, carries 0.441; number 16, H, carries 0.376; number 17, H, carries 0.473; number 18, H, carries 0.409; number 19, H, carries 0.382; number 20, H, carries 0.369; number 21, H, carries 0.303; number 22, H, carries 0.357; number 23, H, carries 0.369; number 24, H, carries 0.350; number 25, H, carries 0.390

=====

[5]
Entry from the OMol25 dataset: an isolated molecule of C7H17N (ωB97M-V/def2-TZVPD).

Results
HOMO energy (eV): -8.54
Structure (SMILES): CCCCNCCC
Energy relative to the best compared isomer or geometry (same formula, charge and spin) (kJ/mol): 131.9
Kohn-Sham gap (eV): 9.75
E_tot (eV): -9023.8577

CARTESIAN COORDINATES (ANGSTROEM)
C (-0.437, -1.360, 1.220)
C (0.569, -2.462, 1.693)
C (0.292, -2.897, 3.151)
C (0.204, -0.040, 0.834)
N (-0.175, 0.324, -0.568)
C (-0.035, 1.761, -0.858)
C (-0.761, 2.078, -2.179)
C (0.153, 2.593, -3.307)
H (-1.037, -1.772, 0.416)
H (-1.085, -1.183, 2.080)
H (1.577, -2.050, 1.693)
H (0.609, -3.306, 1.005)
H (1.147, -3.451, 3.546)
H (0.029, -2.053, 3.778)
H (-0.495, -3.649, 3.091)
H (-0.002, 0.804, 1.489)
H (1.309, -0.069, 0.831)
H (0.331, -0.319, -1.160)
H (-0.508, 2.191, 0.023)
H (0.998, 2.122, -0.976)
H (-1.185, 1.158, -2.578)
H (-1.563, 2.789, -1.987)
H (0.857, 3.388, -3.058)
H (0.914, 1.814, -3.484)
H (-0.481, 2.872, -4.136)

Okay, here come the Mulliken numbers, in e, for every atom: number 1, C, carries -0.713; number 2, C, carries -0.482; number 3, C, carries -1.235; number 4, C, carries -0.692; number 5, N, carries -0.338; number 6, C, carries -0.511; number 7, C, carries -0.426; number 8, C, carries -1.263; number 9, H, carries 0.423; number 10, H, carries 0.299; number 11, H, carries 0.312; number 12, H, carries 0.359; number 13, H, carries 0.339; number 14, H, carries 0.389; number 15, H, carries 0.293; number 16, H, carries 0.415; number 17, H, carries 0.339; number 18, H, carries 0.210; number 19, H, carries 0.367; number 20, H, carries 0.295; number 21, H, carries 0.304; number 22, H, carries 0.280; number 23, H, carries 0.361; number 24, H, carries 0.321; number 25, H, carries 0.354

=====

[6]
Entry from the OMol25 dataset: C7H17N as an isolated structure (ωB97M-V/def2-TZVPD).

Results
HOMO energy (eV): -5.93
Energy relative to the best compared isomer or geometry (same formula, charge and spin) (kJ/mol): 567.7
Kohn-Sham gap (eV): 6.65
E_tot (eV): -9019.3413

CARTESIAN COORDINATES (ANGSTROEM)
C (0.583, -1.620, -0.046)
C (1.277, 0.227, -1.531)
C (-2.014, 1.093, -0.789)
N (0.399, -0.234, -0.460)
C (-1.337, -0.176, -1.181)
C (-1.920, -1.135, -1.881)
H (1.609, -1.773, 0.289)
H (-0.098, -1.834, 0.774)
H (2.314, 0.095, -1.221)
H (1.039, -0.298, -2.459)
H (0.383, -2.312, -0.867)
H (1.107, 1.288, -1.697)
H (-1.902, 1.279, 0.283)
H (-1.618, 1.964, -1.320)
H (-3.092, 1.061, -0.982)
H (-1.397, -2.015, -2.235)
H (-2.981, -1.106, -2.132)
C (0.574, 0.610, 2.816)
C (1.504, 0.752, 1.639)
H (0.120, -0.384, 2.832)
H (-0.242, 1.339, 2.760)
H (1.061, 0.779, 3.784)
H (1.899, 1.754, 1.486)
H (2.343, 0.061, 1.671)
H (0.390, 0.584, 0.468)

Okay, here come the Mulliken numbers, in e, for every atom: number 1, C, carries -1.081; number 2, C, carries -1.006; number 3, C, carries -1.154; number 4, N, carries -0.102; number 5, C, carries 0.878; number 6, C, carries -0.930; number 7, H, carries 0.398; number 8, H, carries 0.328; number 9, H, carries 0.368; number 10, H, carries 0.383; number 11, H, carries 0.375; number 12, H, carries 0.335; number 13, H, carries 0.223; number 14, H, carries 0.261; number 15, H, carries 0.401; number 16, H, carries 0.240; number 17, H, carries 0.275; number 18, C, carries -0.787; number 19, C, carries -0.808; number 20, H, carries 0.191; number 21, H, carries 0.224; number 22, H, carries 0.328; number 23, H, carries 0.298; number 24, H, carries 0.250; number 25, H, carries 0.111

=====

[7]
Entry from the OMol25 dataset: C7H17N2O4S2 as an isolated structure (ωB97M-V/def2-TZVPD).

Results
HOMO energy (eV): -5.28
Total charge: -1
Energy relative to the best compared isomer or geometry (same formula, charge and spin) (kJ/mol): 0.0
Kohn-Sham gap (eV): 8.09
E_tot (eV): -40377.1421

CARTESIAN COORDINATES (ANGSTROEM)
C (5.007, -1.340, 0.483)
C (4.633, -0.240, -0.510)
C (3.464, 0.623, -0.017)
C (2.105, 0.096, -0.467)
C (0.925, 0.845, 0.143)
C (-0.417, 0.175, -0.156)
C (-1.594, 1.121, 0.033)
S (-3.137, 0.437, -0.611)
O (-2.953, -0.997, -0.788)
O (-3.415, 1.169, -1.830)
N (-4.139, 0.806, 0.553)
S (-5.284, -0.166, 1.040)
N (-5.983, -0.766, -0.373)
O (-4.774, -1.289, 1.794)
O (-6.325, 0.607, 1.668)
H (5.605, -0.944, 1.306)
H (5.579, -2.140, 0.010)
H (4.109, -1.788, 0.916)
H (4.360, -0.695, -1.468)
H (5.506, 0.386, -0.711)
H (3.480, 0.663, 1.079)
H (3.579, 1.656, -0.361)
H (2.023, -0.969, -0.217)
H (2.044, 0.155, -1.560)
H (0.917, 1.875, -0.231)
H (1.072, 0.914, 1.227)
H (-0.553, -0.691, 0.495)
H (-0.421, -0.215, -1.178)
H (-1.777, 1.342, 1.083)
H (-1.437, 2.055, -0.507)
H (-6.848, -1.216, -0.092)
H (-5.353, -1.469, -0.754)

Okay, here come the Mulliken numbers, in e, for every atom: number 1, C, carries -1.200; number 2, C, carries -0.471; number 3, C, carries -0.648; number 4, C, carries -0.529; number 5, C, carries -0.692; number 6, C, carries -0.553; number 7, C, carries -0.895; number 8, S, carries 1.192; number 9, O, carries -0.716; number 10, O, carries -0.716; number 11, N, carries -0.453; number 12, S, carries 1.065; number 13, N, carries -0.628; number 14, O, carries -0.642; number 15, O, carries -0.696; number 16, H, carries 0.303; number 17, H, carries 0.352; number 18, H, carries 0.309; number 19, H, carries 0.338; number 20, H, carries 0.334; number 21, H, carries 0.327; number 22, H, carries 0.359; number 23, H, carries 0.315; number 24, H, carries 0.277; number 25, H, carries 0.294; number 26, H, carries 0.339; number 27, H, carries 0.282; number 28, H, carries 0.426; number 29, H, carries 0.342; number 30, H, carries 0.434; number 31, H, carries 0.269; number 32, H, carries 0.280

=====

[8]
Entry from the OMol25 dataset: an isolated ion of composition C7H17N4 and charge +1 (ωB97M-V/def2-TZVPD).

Results
⟨S²⟩: 2.007
2S+1: 3
HOMO energy (alpha / beta) (eV): -10.92 / -14.29
Total charge: +1
Energy relative to the best compared isomer or geometry (same formula, charge and spin) (kJ/mol): 44.7
Kohn-Sham gap (alpha / beta) (eV): 8.35 / 7.95
E_tot (eV): -13481.0548

CARTESIAN COORDINATES (ANGSTROEM)
C (3.552, 0.764, 1.393)
C (3.011, 0.599, -1.067)
C (-2.860, 1.391, 0.899)
C (-0.325, -2.346, -0.173)
C (-2.384, 0.414, -0.177)
C (-0.854, 0.141, 0.042)
C (-0.154, -0.977, -0.734)
N (1.800, -0.523, 0.428)
N (1.676, 0.533, -1.661)
N (2.776, 0.326, 0.392)
N (1.271, -0.625, -0.883)
H (3.259, 0.284, 2.286)
H (4.226, 1.524, 1.307)
H (3.481, -0.250, -1.556)
H (3.610, 1.521, -1.221)
H (-3.887, 1.816, 0.676)
H (-2.271, 2.268, 0.870)
H (-2.872, 0.846, 1.801)
H (0.616, -2.957, 0.074)
H (-1.140, -2.257, 0.532)
H (-0.786, -3.010, -0.971)
H (-2.524, 0.870, -1.164)
H (-3.065, -0.474, -0.138)
H (-0.757, 0.223, 1.223)
H (-0.462, 1.071, -0.203)
H (-0.644, -0.860, -1.825)
H (1.004, -0.664, 1.090)
H (1.183, 1.419, -1.484)

Okay, here come the Mulliken numbers, in e, for every atom: number 1, C, carries -0.369; number 2, C, carries -0.513; number 3, C, carries -1.398; number 4, C, carries -1.275; number 5, C, carries -0.391; number 6, C, carries -1.024; number 7, C, carries 0.369; number 8, N, carries -0.004; number 9, N, carries -0.444; number 10, N, carries -0.003; number 11, N, carries 0.307; number 12, H, carries 0.313; number 13, H, carries 0.291; number 14, H, carries 0.299; number 15, H, carries 0.349; number 16, H, carries 0.357; number 17, H, carries 0.369; number 18, H, carries 0.399; number 19, H, carries 0.365; number 20, H, carries 0.349; number 21, H, carries 0.345; number 22, H, carries 0.364; number 23, H, carries 0.293; number 24, H, carries 0.372; number 25, H, carries 0.308; number 26, H, carries 0.363; number 27, H, carries 0.298; number 28, H, carries 0.310